110
Properties=species:S:1:pos:R:3:forces:R:3 method="wB97M-V/def2-TZVPD" s2=8.79 e_above_lowest_kj_mol=4.7 lumo_energy_ev="-6.53 / -10.20" homo_lumo_gap_ev="8.568 / 5.160" multiplicity=6 energy_ha=-7394.97595 total_charge=+3 homo_ev="-15.094 / -15.356"
Ir 0.164 -0.122 -0.146 -0.1 -0.7 0.1
C 0.808 3.494 -1.982 0.0 0.0 0.1
C 1.020 2.869 -0.609 0.0 0.1 -0.1
C 2.387 3.185 -0.019 -0.1 -0.1 0.0
C 2.767 2.295 1.160 0.0 0.1 -0.1
N 1.975 2.598 2.350 0.0 0.0 -0.1
C 0.928 1.913 2.835 0.1 0.1 0.0
Se 0.293 0.211 2.318 -0.1 -0.2 0.0
N 0.453 2.548 3.916 -0.1 0.0 0.1
C -0.730 2.161 4.700 -0.1 -0.1 0.0
C -2.047 2.364 3.963 0.0 0.1 0.0
C -2.337 3.804 3.536 0.1 -0.1 -0.1
C -1.642 4.227 2.241 0.0 0.1 0.1
C 1.221 3.687 4.144 0.0 0.0 0.0
C 1.156 4.668 5.130 -0.1 0.0 0.0
C 2.103 5.669 5.072 0.0 0.0 0.0
C 3.084 5.698 4.065 0.0 0.0 0.0
C 3.144 4.729 3.087 0.0 0.0 -0.1
C 2.186 3.720 3.147 0.0 0.0 0.0
H -0.145 3.181 -2.409 0.0 0.0 0.0
H 1.596 3.195 -2.674 0.0 0.0 0.0
H 0.813 4.582 -1.911 0.0 0.0 -0.1
H 0.926 1.766 -0.715 0.2 0.4 -0.1
H 0.225 3.187 0.072 0.0 -0.1 0.0
H 2.405 4.234 0.288 0.1 0.0 0.0
H 3.151 3.063 -0.790 0.0 0.0 0.0
H 3.817 2.433 1.417 0.0 0.0 0.1
H 2.621 1.246 0.907 0.0 0.0 0.1
H -0.719 2.766 5.603 0.1 0.0 0.0
H -0.623 1.120 5.000 0.1 0.0 0.0
H -2.827 2.026 4.648 0.0 0.0 0.0
H -2.079 1.706 3.089 0.0 0.0 0.0
H -2.071 4.493 4.343 -0.1 0.0 0.0
H -3.415 3.902 3.393 0.0 0.0 0.1
H -0.562 4.341 2.358 0.0 0.0 -0.1
H -2.025 5.191 1.903 0.0 0.0 0.0
H -1.825 3.488 1.454 0.1 0.0 0.0
H 0.409 4.652 5.912 0.0 0.0 0.0
H 2.096 6.448 5.822 0.0 0.0 0.0
H 3.808 6.501 4.064 0.0 0.0 0.0
H 3.904 4.758 2.317 0.0 0.0 0.0
C -4.252 -3.812 -2.349 0.0 0.0 0.0
C -3.108 -2.954 -2.877 0.0 -0.1 0.1
N -2.258 -2.409 -1.810 -0.1 0.0 -0.1
C -1.361 -3.101 -1.114 0.1 0.1 0.0
S -0.605 -2.369 0.281 0.0 0.1 0.2
N -1.090 -4.350 -1.434 0.1 -0.1 0.0
C -0.160 -5.260 -0.742 -0.2 -0.1 0.1
C -0.900 -6.245 0.149 0.0 0.1 0.0
H -4.846 -4.180 -3.186 0.0 0.0 0.0
H -4.906 -3.232 -1.698 0.0 0.0 0.0
H -3.897 -4.677 -1.786 0.0 0.0 0.0
H -3.505 -2.103 -3.427 0.1 0.0 0.0
H -2.485 -3.512 -3.578 0.0 0.1 0.0
H -2.419 -1.466 -1.494 0.0 0.0 0.1
H -1.641 -4.772 -2.168 0.0 0.0 0.0
H 0.531 -4.659 -0.160 0.0 0.1 -0.1
H 0.401 -5.786 -1.513 0.0 0.1 0.0
H -1.466 -5.721 0.921 0.0 0.0 0.0
H -0.183 -6.903 0.639 0.0 0.0 0.0
H -1.587 -6.865 -0.429 0.0 0.0 0.0
C -3.798 0.708 -2.668 0.0 0.0 0.1
As -3.127 1.530 -1.065 -0.3 0.2 0.1
C -4.301 1.179 0.405 0.0 0.0 0.0
C -3.059 3.420 -1.353 0.0 0.0 0.0
O -1.616 0.877 -0.707 0.6 -0.3 0.0
H -4.576 -0.013 -2.417 0.0 0.0 0.0
H -2.975 0.220 -3.187 0.0 0.0 0.0
H -4.229 1.473 -3.311 0.0 0.0 0.0
H -5.331 1.390 0.117 0.0 0.0 0.0
H -4.018 1.822 1.237 0.0 0.0 0.0
H -4.204 0.137 0.702 0.0 0.0 0.0
H -3.999 3.714 -1.820 0.0 0.0 0.0
H -2.233 3.674 -2.012 0.0 0.0 0.0
H -2.954 3.938 -0.404 0.0 0.0 0.0
O 2.063 -0.628 -0.619 -0.9 0.9 -0.3
Si 3.379 -1.534 -0.641 0.6 -0.6 0.4
C 4.086 -1.920 -2.338 -0.3 0.1 0.3
C 3.763 -1.077 -3.426 0.2 -0.2 -0.1
C 4.248 -1.374 -4.680 0.0 0.1 0.0
C 5.105 -2.470 -4.853 0.0 0.0 0.0
C 5.460 -3.286 -3.777 0.0 0.0 0.1
C 4.991 -2.994 -2.514 0.0 0.1 -0.2
C 3.332 -2.955 0.543 -0.1 0.1 -0.1
C 3.492 -2.674 1.906 0.0 -0.1 0.0
C 3.472 -3.692 2.847 0.0 0.1 0.0
C 3.277 -5.007 2.439 0.0 0.0 0.0
C 3.115 -5.301 1.093 0.0 0.0 -0.1
C 3.142 -4.281 0.150 0.1 0.0 0.0
C 5.006 -0.575 -0.391 -0.5 -0.1 -0.1
C 5.119 0.759 -0.836 0.2 0.0 0.0
C 6.259 1.479 -0.551 0.0 0.0 -0.1
C 7.324 0.857 0.109 0.0 0.0 0.0
C 7.241 -0.480 0.502 0.0 0.0 0.0
C 6.104 -1.213 0.222 0.2 0.2 0.0
H 3.105 -0.227 -3.284 0.0 0.0 0.0
H 3.981 -0.753 -5.524 0.0 -0.1 0.0
H 5.521 -2.670 -5.832 0.0 0.0 0.0
H 6.120 -4.130 -3.925 0.0 0.0 0.0
H 5.296 -3.605 -1.673 0.0 0.0 0.0
H 3.646 -1.649 2.235 0.0 0.0 0.0
H 3.619 -3.462 3.895 0.0 0.0 0.0
H 3.258 -5.802 3.173 0.0 0.0 0.0
H 2.981 -6.329 0.775 0.0 0.0 0.0
H 3.029 -4.529 -0.902 0.0 0.0 0.0
H 4.304 1.220 -1.383 0.0 -0.1 0.0
H 6.341 2.512 -0.865 0.1 0.0 0.0
H 8.238 1.409 0.286 0.0 0.0 0.0
H 8.071 -0.954 1.009 0.0 0.1 0.0
H 6.055 -2.256 0.510 -0.1 0.0 0.0

---

128
Properties=species:S:1:pos:R:3:forces:R:3 method="wB97M-V/def2-TZVPD" e_above_lowest_kj_mol=27.2 lumo_energy_ev="3.18 / 3.18" homo_lumo_gap_ev="5.637 / 2.302" multiplicity=1 energy_ha=-6631.34677 total_charge=-2 homo_ev="-2.460 / 0.873"
Lu 0.458 0.341 -1.192 -0.1 -0.8 -2.5
O -1.677 -1.179 -4.481 -0.5 0.6 0.6
C -0.865 -0.439 -3.937 0.8 -1.6 -0.6
O -0.998 0.113 -2.766 -0.3 0.2 0.4
C 0.426 -0.158 -4.665 0.1 -0.2 2.0
C 0.445 -0.316 -5.993 -1.5 -0.9 -0.6
C 1.396 0.322 -6.735 -0.2 -0.1 -3.7
C 2.460 0.920 -6.165 2.2 2.1 1.4
C 2.579 0.925 -4.768 -1.0 -1.3 0.8
C 1.616 0.261 -3.983 0.5 0.2 -0.7
O 1.841 -0.096 -2.743 -0.4 0.6 1.5
N 3.671 1.621 -4.095 0.6 0.5 -1.6
O 4.430 1.026 -3.322 -0.9 1.1 -0.5
O 3.813 2.797 -4.505 0.4 -1.5 1.3
N 1.107 0.456 -8.136 0.4 -0.7 2.9
O 0.101 -0.183 -8.549 -0.8 -0.4 -1.2
O 1.767 1.279 -8.805 0.9 0.9 -1.1
H -0.311 -0.907 -6.517 0.0 0.7 0.3
H 3.225 1.487 -6.677 -0.4 -0.1 -0.5
C -4.818 2.928 -0.099 0.1 -1.2 0.4
N -3.983 2.164 0.824 0.2 -1.5 0.6
P -2.438 2.667 1.422 1.3 -2.3 -1.5
C -2.162 4.401 1.043 0.4 1.0 0.4
C -1.548 5.238 2.023 -0.8 0.2 -1.3
C -1.363 6.591 1.728 0.5 -0.1 0.6
C -1.646 7.118 0.484 -0.4 -0.1 -0.2
C -2.111 6.271 -0.515 0.4 -0.6 0.2
C -2.308 4.910 -0.270 -0.4 0.6 1.1
C -2.668 2.533 3.200 -0.7 0.8 0.1
C -3.553 3.466 3.728 0.9 0.1 1.8
C -3.601 3.568 5.129 -1.3 1.4 -0.2
C -2.850 2.792 5.978 0.6 -0.7 -0.6
C -1.992 1.835 5.415 -0.2 -0.6 -0.1
C -1.962 1.635 4.021 0.1 0.5 0.2
P -3.935 0.298 0.675 2.2 1.7 -1.2
C -4.469 -0.487 2.196 -0.1 0.9 0.9
C -4.001 -1.781 2.497 -0.2 0.7 -0.7
C -4.375 -2.356 3.697 0.8 -1.2 0.4
C -4.989 -1.621 4.699 -0.8 0.0 -0.2
C -5.485 -0.365 4.363 0.1 0.5 0.9
C -5.159 0.250 3.162 -0.5 -0.5 0.0
C -5.202 -0.085 -0.544 -0.6 -1.5 -0.3
C -4.752 -0.503 -1.827 -0.2 1.6 0.7
C -5.689 -0.917 -2.760 0.2 -0.6 -1.3
C -7.044 -1.044 -2.473 0.4 0.2 1.1
C -7.452 -0.762 -1.155 -0.4 -0.1 -0.7
C -6.542 -0.347 -0.190 0.4 0.1 -0.8
H -4.677 3.987 0.027 -0.1 0.3 0.2
H -5.825 2.611 0.161 -0.4 0.4 -0.5
H -4.576 2.653 -1.132 -0.3 0.2 -0.1
H -1.259 4.835 2.979 -0.1 0.0 0.2
H -0.968 7.287 2.473 0.0 -0.4 0.0
H -1.532 8.186 0.334 0.1 -0.1 -0.2
H -2.272 6.622 -1.513 -0.1 0.3 -0.4
H -2.691 4.297 -1.068 0.0 -0.2 -0.1
H -4.038 4.216 3.096 0.0 -0.4 0.2
H -4.211 4.357 5.600 0.1 -0.4 -0.4
H -2.964 2.908 7.052 0.3 0.0 -0.1
H -1.379 1.220 6.084 -0.3 0.1 -0.4
H -1.407 0.807 3.541 -0.1 0.7 0.4
H -3.288 -2.267 1.812 -0.7 0.0 0.2
H -4.149 -3.424 3.852 0.3 0.7 0.2
H -5.121 -2.006 5.723 -0.2 0.0 -0.7
H -6.131 0.141 5.083 0.4 0.2 -0.1
H -5.422 1.301 2.993 -0.1 -0.5 -0.1
H -3.700 -0.343 -2.115 -0.5 -0.4 0.1
H -5.329 -1.184 -3.768 -0.1 0.2 0.6
H -7.746 -1.411 -3.226 0.2 0.2 0.3
H -8.516 -0.840 -0.928 0.3 -0.2 0.2
H -6.835 -0.290 0.844 -0.2 0.4 0.2
O 1.578 1.279 2.662 0.0 1.0 0.3
H 1.096 1.687 3.415 0.5 -0.2 -0.8
H 2.051 2.017 2.196 -0.6 -0.6 0.4
O -0.116 0.043 0.866 0.6 0.5 2.3
H 0.431 0.540 1.555 -0.6 -0.6 -0.7
H -0.210 -0.900 1.143 -0.1 0.1 -0.2
O -0.659 2.303 -1.425 0.2 1.5 0.0
H -0.072 3.134 -1.330 -0.9 -1.1 -0.1
H -1.196 2.398 -2.226 0.3 -0.4 0.1
O 3.389 3.511 -1.282 -0.2 0.2 1.2
Cl 2.230 3.366 -0.466 0.0 -2.2 -1.5
O 1.144 4.105 -1.096 0.2 0.1 0.8
O 2.363 3.690 0.922 0.3 0.6 -0.1
O 1.870 1.886 -0.463 0.4 1.8 0.3
O -0.736 -2.539 0.901 0.0 -1.0 -2.2
N -0.485 -2.785 -0.323 1.7 2.1 -1.7
O -0.899 -3.697 -1.020 0.3 1.1 2.0
O 0.402 -1.895 -0.965 -2.2 -2.5 1.8
C 4.151 -4.461 2.406 0.5 0.2 0.1
Si 3.322 -2.761 2.330 -0.5 0.7 0.0
C 1.518 -2.881 2.964 0.5 0.1 -0.6
C 4.222 -1.312 3.195 0.6 0.4 0.4
Si 3.356 -2.286 0.060 0.4 -0.3 -0.6
Si 3.081 -4.329 -1.109 -0.6 0.7 -0.7
C 1.798 -5.458 -0.237 0.6 -0.3 0.0
C 2.611 -3.780 -2.917 -0.5 0.0 0.2
C 4.729 -5.253 -1.058 0.6 0.7 -0.4
Si 5.502 -1.385 -0.531 -1.3 -0.1 -0.5
C 5.366 0.492 -0.158 1.1 -0.2 -0.2
C 6.651 -2.363 0.600 0.1 0.3 1.0
C 5.996 -1.787 -2.330 0.0 0.1 0.0
H 4.158 -4.859 3.417 -0.1 -0.3 0.2
H 5.204 -4.477 2.053 -0.7 0.2 0.1
H 3.558 -5.100 1.740 0.2 0.0 0.3
H 1.359 -3.392 3.915 0.1 0.1 0.1
H 0.984 -3.430 2.180 -0.1 0.1 0.3
H 1.095 -1.858 2.988 0.2 -0.5 0.1
H 3.595 -0.573 3.755 0.2 -1.0 -0.1
H 4.641 -0.674 2.401 0.1 -0.3 0.1
H 5.093 -1.658 3.814 -0.8 0.4 -0.3
H 1.338 -4.948 0.609 -0.3 0.1 -0.2
H 2.384 -6.282 0.233 -0.5 0.2 -0.5
H 1.022 -5.859 -0.910 0.3 0.1 0.4
H 1.506 -3.625 -2.939 0.6 -0.3 0.1
H 2.876 -4.480 -3.744 -0.1 0.5 0.6
H 2.965 -2.750 -3.147 0.2 -0.7 0.2
H 5.142 -5.323 -0.041 -0.1 0.0 -0.4
H 5.417 -4.682 -1.711 -0.1 -0.1 0.5
H 4.736 -6.229 -1.516 -0.4 -0.6 0.0
H 5.692 0.658 0.877 0.0 0.1 -0.1
H 4.349 0.847 -0.248 -0.3 -0.1 -0.1
H 5.969 1.127 -0.842 -0.2 -0.4 0.4
H 6.330 -2.321 1.661 0.2 0.3 -0.5
H 7.657 -1.972 0.538 0.5 0.3 0.1
H 6.760 -3.423 0.410 -0.3 -0.3 -0.5
H 5.189 -1.594 -3.061 0.3 0.0 0.5
H 6.286 -2.854 -2.381 -0.1 0.5 -0.1
H 6.865 -1.177 -2.646 -0.3 -0.2 0.2